A structure of composition C47H99InN5O7 in a non-equilibrium geometry, computed with ωB97M-V with the def2-TZVPD basis set.

Calculated values
Lowest unoccupied orbital energy (alpha / beta) = -0.77 / -0.77 eV
Molar mass = 961.2 g mol⁻¹
<S²> = 0.75
Frontier orbital gap (alpha / beta) = 6.234 / 6.210 eV
Relative energy (zero: lowest compared OMol25 entry of this formula, charge and spin) = 0.0000 eV
Energy = -2840.227464 Ha
2S+1 = 2
HOMO (alpha / beta) = -7.00 / -6.98 eV

The geometry in XYZ format:
```
159
C47H99InN5O7 | OMol25 | ωB97M-V with the def2-TZVPD basis set
In -2.49 1.01 -5.14
O -1.15 0.73 -2.48
C -0.05 0.39 -1.58
C -0.26 -0.19 -0.08
O -1.52 -0.16 0.60
H 0.63 1.23 -1.54
H 0.71 -0.29 -1.95
H 0.47 0.31 0.56
H 0.12 -1.21 0.02
C -0.03 6.02 1.05
C -0.19 4.51 0.62
C 1.21 3.76 0.78
C 1.60 3.38 2.18
C 0.45 2.59 2.88
C -0.86 3.37 2.82
N -1.12 3.71 1.38
O -2.42 4.30 1.24
C -1.95 2.35 3.32
C -0.75 4.48 3.87
C -0.39 4.35 -0.91
H 0.83 6.13 1.71
H -0.90 6.39 1.58
H 0.15 6.75 0.27
H 1.26 2.84 0.20
H 1.93 4.44 0.33
H 1.78 4.25 2.81
H 2.42 2.67 2.21
H 0.81 2.47 3.90
H 0.41 1.63 2.36
H -1.53 1.76 4.13
H -2.93 2.75 3.58
H -2.16 1.61 2.55
H 0.00 5.23 3.64
H -1.73 4.96 3.91
H -0.40 4.09 4.82
H 0.33 5.02 -1.37
H -1.34 4.65 -1.34
H -0.20 3.31 -1.19
H -2.41 5.20 1.58
C -0.75 -3.97 2.62
C -2.10 -3.86 3.43
C -1.87 -4.81 4.72
C -1.08 -4.02 5.86
C -1.75 -2.71 6.24
C -1.94 -1.76 5.02
N -2.53 -2.51 3.86
O -2.90 -1.76 2.78
C -2.87 -0.71 5.55
C -0.55 -1.14 4.69
C -3.23 -4.54 2.59
H -0.96 -4.51 1.70
H 0.05 -4.56 3.06
H -0.32 -2.98 2.43
H -2.89 -4.93 5.09
H -1.43 -5.81 4.63
H -0.09 -3.74 5.50
H -1.06 -4.59 6.79
H -1.24 -2.15 7.03
H -2.73 -3.02 6.61
H -2.29 0.02 6.12
H -3.28 -0.23 4.66
H -3.77 -0.81 6.15
H 0.23 -1.86 4.48
H -0.53 -0.57 3.76
H -0.01 -0.68 5.51
H -3.09 -5.60 2.35
H -3.35 -3.98 1.66
H -4.14 -4.42 3.17
H -2.02 -1.57 2.45
C -2.19 -3.57 -1.42
C -1.70 -3.95 -2.82
C -1.35 -5.53 -2.85
C -2.62 -6.42 -2.92
C -3.44 -5.99 -4.13
C -3.84 -4.46 -4.16
N -2.66 -3.59 -3.92
O -2.92 -2.25 -4.03
C -4.38 -4.21 -5.59
C -5.03 -4.30 -3.13
C -0.39 -3.17 -3.09
H -1.38 -3.42 -0.71
H -2.73 -4.44 -1.05
H -2.76 -2.64 -1.38
H -0.70 -5.75 -3.70
H -0.83 -5.84 -1.94
H -3.24 -6.31 -2.03
H -2.35 -7.47 -2.96
H -4.36 -6.56 -4.18
H -2.84 -6.18 -5.02
H -4.79 -3.21 -5.68
H -3.62 -4.20 -6.37
H -5.20 -4.87 -5.86
H -4.58 -4.03 -2.18
H -5.75 -3.50 -3.32
H -5.49 -5.26 -2.87
H -0.34 -2.17 -3.52
H 0.21 -3.80 -3.76
H 0.22 -2.98 -2.21
H -3.36 -2.09 -3.19
C 1.65 3.44 -3.58
C 1.39 4.71 -4.59
C 2.80 4.92 -5.12
C 2.76 5.96 -6.27
C 1.95 5.46 -7.49
C 0.52 5.01 -7.04
N 0.53 4.29 -5.70
O -0.75 3.73 -5.42
C -0.44 6.27 -6.90
C -0.07 4.03 -8.14
C 0.89 6.04 -3.78
H 2.03 3.78 -2.62
H 0.65 3.15 -3.25
H 2.12 2.58 -4.04
H 3.49 5.29 -4.36
H 3.22 3.97 -5.45
H 2.44 6.92 -5.86
H 3.79 6.18 -6.56
H 2.42 4.72 -8.13
H 1.86 6.37 -8.10
H -1.08 6.32 -7.78
H 0.11 7.21 -6.89
H -1.06 6.29 -6.01
H 0.41 3.05 -8.18
H 0.16 4.52 -9.09
H -1.10 3.67 -8.11
H 0.81 6.88 -4.46
H -0.11 5.91 -3.38
H 1.56 6.33 -2.97
H -1.20 4.40 -4.90
C 5.17 0.50 2.38
C 4.18 -0.49 3.11
C 3.18 -0.84 2.05
C 2.31 -2.08 2.22
C 3.17 -3.30 2.62
C 4.23 -3.00 3.77
N 4.93 -1.68 3.50
O 5.78 -1.34 4.56
C 3.32 -2.97 5.05
C 5.20 -4.25 3.69
C 3.43 0.24 4.24
H 4.62 1.25 1.81
H 5.77 -0.01 1.63
H 5.87 1.07 2.99
H 2.47 -0.01 1.98
H 3.69 -0.88 1.09
H 1.86 -2.30 1.25
H 1.47 -1.75 2.84
H 3.70 -3.70 1.76
H 2.51 -4.07 3.02
H 2.40 -2.42 4.85
H 3.03 -3.94 5.43
H 3.92 -2.47 5.81
H 4.53 -5.11 3.71
H 5.77 -4.33 2.76
H 5.96 -4.21 4.47
H 3.75 -0.16 5.20
H 2.35 0.13 4.18
H 3.63 1.31 4.32
H 6.63 -1.39 4.11
```


A cluster of 2 separate species, C3H9NO3 in total in a non-equilibrium geometry, computed with ωB97M-V with the def2-TZVPD basis set.

Calculated values
Lowest unoccupied orbital energy = 0.60 eV
Molar mass = 107.1 g mol⁻¹
Frontier orbital gap = 10.765 eV
Relative energy (zero: lowest compared OMol25 entry of this formula, charge and spin) = 0.3481 eV
Energy = -400.208696 Ha
Structure (SMILES) = CCNC(=O)O.O
HOMO = -10.17 eV

The geometry in XYZ format:
```
16
C3H9NO3 | OMol25 | ωB97M-V with the def2-TZVPD basis set
C -0.79 0.56 1.69
C 0.53 0.48 0.93
N 0.74 -0.86 0.40
C 0.49 -1.34 -0.82
O -0.09 -0.79 -1.75
O 0.92 -2.62 -0.95
H -0.89 1.58 2.08
H -0.84 -0.12 2.55
H -1.65 0.37 1.06
H 1.39 0.72 1.56
H 0.51 1.25 0.16
H 0.74 -1.59 1.10
H 0.29 -3.08 -1.50
O -0.46 2.23 -2.08
H 0.21 1.55 -1.90
H -1.09 1.65 -2.52
```


A cluster of 2 separate species, C3H12N3S in total in a non-equilibrium geometry, computed with ωB97M-V with the def2-TZVPD basis set.

Calculated values
Lowest unoccupied orbital energy = -2.74 eV
Total charge = +1
Molar mass = 122.2 g mol⁻¹
Frontier orbital gap = 11.074 eV
Relative energy (zero: lowest compared OMol25 entry of this formula, charge and spin) = 3.5905 eV
Energy = -683.634744 Ha
HOMO = -13.81 eV

The geometry in XYZ format:
```
19
C3H12N3S | OMol25 | ωB97M-V with the def2-TZVPD basis set
C 3.33 -0.06 -0.44
C -2.36 0.37 1.49
C 1.84 -0.16 -0.54
N -2.29 1.06 -1.06
N 1.06 -0.84 0.17
N -1.57 -1.32 -0.29
S -2.78 -0.33 -0.14
H 3.57 -0.78 0.39
H 3.63 0.86 0.13
H 3.72 -0.34 -1.35
H -2.62 -0.35 2.25
H -2.72 1.29 1.50
H -1.21 0.51 1.65
H 1.53 0.43 -1.39
H -2.86 1.86 -0.81
H -2.16 0.93 -2.05
H 1.58 -1.56 0.73
H -0.43 -1.04 -0.03
H -1.61 -1.88 -1.16
```


A structure of composition C39H59AsN3O6P2Sn, computed with ωB97M-V with the def2-TZVPD basis set.

Calculated values
Lowest unoccupied orbital energy = 2.45 eV
Total charge = -1
Molar mass = 921.5 g mol⁻¹
Frontier orbital gap = 6.097 eV
Relative energy (zero: lowest compared OMol25 entry of this formula, charge and spin) = 0.4616 eV
Energy = -5270.149759 Ha
HOMO = -3.64 eV

The geometry in XYZ format:
```
111
C39H59AsN3O6P2Sn | OMol25 | ωB97M-V with the def2-TZVPD basis set
Sn -0.79 -0.13 0.35
C -0.32 2.46 -4.82
C -1.06 1.86 -3.63
C -1.42 2.97 -2.63
P -0.25 0.47 -2.67
C -0.76 -1.06 -3.60
C -0.81 -1.00 -5.13
C 0.11 -2.24 -3.13
C 1.55 0.59 -2.89
C 2.17 0.61 -4.15
C 3.55 0.68 -4.32
C 4.16 0.75 -5.70
C 4.33 0.70 -3.17
C 3.77 0.65 -1.91
C 2.36 0.57 -1.71
N 1.80 0.39 -0.47
C 2.49 0.71 0.69
C 3.22 1.90 0.87
C 3.77 2.23 2.10
C 3.62 1.40 3.21
C 4.15 1.79 4.57
C 2.94 0.20 3.03
C 2.40 -0.17 1.80
P 1.40 -1.66 1.48
C 1.46 -2.74 2.99
C 0.67 -2.08 4.14
C 2.83 -3.26 3.46
C 2.34 -2.60 0.17
C 1.79 -4.02 0.07
C 3.87 -2.55 0.27
H -0.88 3.33 -5.19
H 0.68 2.80 -4.53
H -0.22 1.76 -5.65
H -1.99 1.41 -3.98
H -0.52 3.47 -2.27
H -2.06 3.72 -3.10
H -1.95 2.56 -1.76
H -1.77 -1.23 -3.22
H 0.19 -0.92 -5.56
H -1.26 -1.92 -5.51
H -1.41 -0.16 -5.49
H 1.16 -2.08 -3.42
H 0.05 -2.37 -2.05
H -0.24 -3.17 -3.59
H 1.55 0.58 -5.03
H 3.49 0.34 -6.45
H 4.38 1.79 -5.99
H 5.10 0.20 -5.75
H 5.41 0.73 -3.26
H 4.41 0.63 -1.04
H 3.33 2.57 0.03
H 4.31 3.17 2.21
H 4.87 2.61 4.49
H 3.33 2.13 5.22
H 4.63 0.96 5.07
H 2.84 -0.46 3.88
H 0.88 -3.60 2.65
H 1.34 -1.55 4.83
H -0.05 -1.34 3.78
H 0.13 -2.83 4.72
H 3.56 -2.46 3.56
H 2.71 -3.73 4.45
H 3.23 -4.01 2.78
H 2.05 -2.06 -0.73
H 2.11 -4.65 0.91
H 0.70 -4.02 0.03
H 2.16 -4.50 -0.85
H 4.24 -3.13 1.11
H 4.30 -2.96 -0.65
H 4.22 -1.52 0.37
O -2.67 1.43 4.21
C -1.98 0.68 3.51
O -0.91 0.90 2.88
C -2.54 -0.73 3.26
C -3.27 -1.42 4.22
C -3.64 -2.73 3.95
C -3.32 -3.31 2.73
C -2.62 -2.54 1.81
N -2.24 -1.29 2.09
C -2.24 -3.07 0.42
O -2.86 -4.05 0.02
O -1.31 -2.42 -0.16
H -3.50 -0.93 5.15
H -4.18 -3.31 4.69
H -3.59 -4.32 2.46
C -5.86 0.66 -1.72
As -4.70 -0.04 -0.34
C -5.47 -1.75 0.09
C -5.03 1.09 1.18
O -3.15 -0.09 -0.93
H -6.87 0.82 -1.34
H -5.88 -0.05 -2.54
H -5.43 1.60 -2.07
H -6.53 -1.73 -0.19
H -5.37 -1.94 1.16
H -4.94 -2.53 -0.46
H -6.04 0.90 1.56
H -4.93 2.13 0.86
H -4.29 0.90 1.96
C 0.27 3.22 1.26
N -0.90 4.10 1.38
C -0.71 5.46 1.84
C -2.12 3.61 1.12
O -2.34 2.49 0.69
H 1.12 3.71 1.72
H 0.50 3.00 0.22
H 0.08 2.29 1.79
H -0.20 5.47 2.81
H -1.68 5.94 1.97
H -0.13 6.04 1.13
H -2.94 4.32 1.33
```


A cluster of 2 separate species, C6H15NO in total in a non-equilibrium geometry, computed with ωB97M-V with the def2-TZVPD basis set.

Calculated values
Lowest unoccupied orbital energy = 0.89 eV
Molar mass = 117.2 g mol⁻¹
Frontier orbital gap = 8.568 eV
Relative energy (zero: lowest compared OMol25 entry of this formula, charge and spin) = 2.8783 eV
Energy = -367.525521 Ha
Structure (SMILES) = C=C(CCC)NC.O
HOMO = -7.68 eV

The geometry in XYZ format:
```
23
C6H15NO | OMol25 | ωB97M-V with the def2-TZVPD basis set
C -1.79 -0.22 0.16
C -0.61 -0.01 -0.49
C 0.21 -1.15 -1.04
C 0.31 -2.34 -0.06
C 1.26 -1.95 1.12
N 0.02 1.23 -0.57
C 1.35 1.39 -1.17
H -2.31 0.69 0.40
H -2.28 -1.18 -0.02
H -0.28 -1.39 -2.02
H 1.21 -1.22 -1.48
H 0.65 -3.20 -0.64
H -0.62 -2.57 0.50
H 1.18 -0.87 1.25
H 1.09 -2.54 2.01
H 2.28 -2.02 0.72
H -0.27 2.12 -0.23
H 1.74 2.30 -0.70
H 1.31 1.76 -2.19
H 2.12 0.64 -0.99
O -1.01 2.57 1.58
H -0.33 1.94 1.91
H -1.84 2.10 1.48
```


An isolated molecule of C18H19N5O2S2 in a non-equilibrium geometry, computed with ωB97M-V with the def2-TZVPD basis set.

Calculated values
Lowest unoccupied orbital energy = 0.46 eV
Molar mass = 401.5 g mol⁻¹
Frontier orbital gap = 8.596 eV
Relative energy (zero: lowest compared OMol25 entry of this formula, charge and spin) = 2.1951 eV
Energy = -1917.972700 Ha
Structure (SMILES) = Cc1cccc(C)c1Nc1nnc(SCC(=O)NC(=O)c2cccn2C)s1
HOMO = -8.13 eV

The geometry in XYZ format:
```
46
C18H19N5O2S2 | OMol25 | ωB97M-V with the def2-TZVPD basis set
C 4.53 -0.62 2.56
C 4.95 -1.02 1.18
C 5.83 -2.07 0.98
C 6.20 -2.44 -0.30
C 5.71 -1.75 -1.39
C 4.84 -0.68 -1.23
C 4.35 0.08 -2.42
C 4.45 -0.33 0.06
N 3.59 0.77 0.29
C 2.34 0.87 -0.18
N 1.75 0.06 -1.00
N 0.51 0.40 -1.29
C 0.10 1.47 -0.73
S -1.49 2.15 -0.96
C -1.95 2.34 0.80
C -1.78 1.00 1.45
O -0.85 0.74 2.18
N -2.68 0.01 1.12
C -3.89 0.09 0.42
O -4.38 1.15 0.08
C -4.49 -1.21 0.19
C -4.09 -2.48 0.57
C -5.03 -3.38 0.09
C -5.98 -2.65 -0.58
N -5.66 -1.34 -0.52
C -6.42 -0.28 -1.12
S 1.33 2.24 0.30
H 4.89 -1.35 3.29
H 4.94 0.35 2.84
H 3.45 -0.57 2.64
H 6.22 -2.61 1.83
H 6.88 -3.27 -0.45
H 6.01 -2.03 -2.39
H 3.32 -0.19 -2.64
H 4.96 -0.13 -3.29
H 4.38 1.16 -2.23
H 3.80 1.33 1.10
H -2.98 2.68 0.79
H -1.29 3.07 1.27
H -2.42 -0.90 1.47
H -3.22 -2.75 1.14
H -5.02 -4.45 0.21
H -6.86 -2.98 -1.09
H -6.78 0.41 -0.35
H -7.26 -0.71 -1.65
H -5.80 0.29 -1.81
```


A structure of composition C47H52BN9P2Ru, computed with ωB97M-V with the def2-TZVPD basis set.

Calculated values
Lowest unoccupied orbital energy (alpha / beta) = -6.31 / -9.73 eV
Total charge = +3
Molar mass = 916.8 g mol⁻¹
<S²> = 8.76
Frontier orbital gap (alpha / beta) = 7.752 / 4.368 eV
Energy = -3116.582664 Ha
2S+1 = 6
HOMO (alpha / beta) = -14.06 / -14.10 eV

The geometry in XYZ format:
```
112
C47H52BN9P2Ru | OMol25 | ωB97M-V with the def2-TZVPD basis set
Ru -0.54 -0.22 -0.37
C 1.13 -0.99 -4.67
C 0.64 -0.08 -3.73
N 0.24 -0.71 -2.62
N 0.48 -2.03 -2.82
C 1.02 -2.22 -4.05
B 0.59 -2.99 -1.63
N -0.82 -3.16 -0.99
C -1.63 -4.21 -1.06
C -2.86 -3.88 -0.49
C -2.71 -2.56 -0.10
N -1.46 -2.13 -0.40
N 1.60 -2.34 -0.62
C 2.89 -2.66 -0.53
C 3.60 -1.59 -0.01
C 2.63 -0.61 0.19
N 1.43 -1.07 -0.18
H 1.51 -0.78 -5.65
H 0.58 0.99 -3.82
H 1.29 -3.20 -4.38
H 1.00 -4.06 -1.97
H -1.29 -5.13 -1.50
H -3.72 -4.50 -0.39
H -3.43 -1.90 0.34
H 3.24 -3.63 -0.86
H 4.65 -1.53 0.18
H 2.74 0.40 0.56
C -3.64 1.22 0.91
N -3.78 2.43 0.18
C -2.89 2.76 -0.90
P -2.12 1.36 -1.83
C -3.46 0.32 -2.44
C -3.16 -0.90 -3.06
C -4.18 -1.68 -3.57
C -5.50 -1.27 -3.45
C -5.80 -0.06 -2.84
C -4.79 0.74 -2.33
C -1.42 2.28 -3.21
C -0.43 3.23 -2.94
C 0.13 3.95 -3.98
C -0.29 3.72 -5.29
C -1.27 2.78 -5.55
C -1.84 2.05 -4.51
C -4.90 3.27 0.41
C -4.81 4.63 0.12
C -5.91 5.46 0.30
C -7.10 4.94 0.79
C -7.18 3.59 1.09
C -6.10 2.75 0.90
P -1.91 0.92 1.57
C -1.21 2.56 1.80
C 0.10 2.80 1.40
C 0.65 4.07 1.52
C -0.11 5.11 2.03
C -1.42 4.88 2.43
C -1.97 3.61 2.32
C -2.20 0.17 3.19
C -2.58 -1.17 3.27
C -2.89 -1.74 4.50
C -2.82 -0.97 5.66
C -2.43 0.36 5.58
C -2.11 0.93 4.36
H -3.93 0.32 0.35
H -4.27 1.25 1.80
H -2.04 3.39 -0.59
H -3.43 3.33 -1.66
H -2.13 -1.22 -3.16
H -3.95 -2.61 -4.07
H -6.30 -1.88 -3.85
H -6.83 0.27 -2.76
H -5.04 1.69 -1.88
H -0.08 3.39 -1.93
H 0.89 4.69 -3.78
H 0.15 4.29 -6.10
H -1.60 2.61 -6.57
H -2.60 1.31 -4.73
H -3.87 5.06 -0.22
H -5.82 6.51 0.07
H -7.95 5.59 0.93
H -8.11 3.18 1.47
H -6.21 1.70 1.11
H 0.71 2.00 1.00
H 1.67 4.25 1.20
H 0.31 6.10 2.13
H -2.02 5.69 2.83
H -3.01 3.45 2.61
H -2.62 -1.79 2.38
H -3.20 -2.78 4.55
H -3.08 -1.41 6.61
H -2.38 0.96 6.48
H -1.81 1.96 4.32
C 1.58 -1.05 5.90
C 0.88 -0.69 4.57
N 1.76 -0.95 3.43
C 3.05 -0.30 3.67
C 3.79 -0.98 4.85
N 2.79 -1.86 5.55
C 2.40 -3.00 4.66
C 1.96 -2.40 3.31
H 0.95 -1.65 6.56
H 1.93 -0.17 6.45
H 0.60 0.36 4.58
H -0.03 -1.27 4.45
H 2.87 0.75 3.88
H 3.67 -0.37 2.78
H 4.18 -0.27 5.58
H 4.61 -1.62 4.52
H 3.21 -2.22 6.40
H 1.60 -3.54 5.17
H 3.26 -3.66 4.57
H 1.04 -2.87 2.97
H 2.72 -2.57 2.54
```


> energy of number 6 (C18H19N5O2S2)?

-1917.972700 Ha


> Which of these has the lowest energy?

C39H59AsN3O6P2Sn